Entry 1:
{
  "formula": "C41H42AsMnN3O7S2",
  "method": "the ωB97M-V functional and the def2-TZVPD basis",
  "species": ["Mn", "C", "C", "O", "C", "C", "C", "N", "N", "C", "O", "C", "C", "C", "C", "C", "C", "H", "H", "H", "H", "H", "H", "H", "H", "H", "H", "H", "H", "C", "C", "C", "C", "C", "C", "C", "S", "O", "O", "N", "C", "C", "O", "O", "H", "H", "H", "H", "H", "H", "H", "H", "H", "C", "S", "C", "H", "H", "H", "H", "H", "H", "O", "As", "C", "C", "C", "C", "C", "C", "C", "C", "C", "C", "C", "C", "C", "C", "C", "C", "C", "C", "H", "H", "H", "H", "H", "H", "H", "H", "H", "H", "H", "H", "H", "H", "H"],
  "coordinates": [[-0.423, 0.422, -0.403], [-1.891, -3.747, -0.626], [-0.994, -2.567, -0.300], [-1.334, -1.460, -0.799], [0.143, -2.803, 0.465], [1.131, -1.847, 0.797], [2.331, -2.335, 1.572], [1.073, -0.575, 0.481], [2.158, 0.193, 0.881], [1.880, 1.477, 0.845], [0.775, 1.996, 0.486], [2.985, 2.387, 1.263], [4.276, 1.915, 1.506], [5.284, 2.791, 1.871], [5.017, 4.150, 2.005], [3.733, 4.623, 1.766], [2.724, 3.750, 1.394], [-2.888, -3.383, -0.870], [-1.947, -4.456, 0.201], [-1.488, -4.263, -1.502], [0.309, -3.812, 0.819], [2.299, -3.420, 1.671], [2.345, -1.875, 2.561], [3.253, -2.030, 1.077], [4.465, 0.855, 1.394], [6.286, 2.416, 2.048], [5.808, 4.835, 2.286], [3.521, 5.683, 1.854], [1.723, 4.096, 1.177], [-8.287, -0.420, -2.282], [-6.878, 0.106, -2.350], [-6.631, 1.463, -2.532], [-5.333, 1.953, -2.556], [-4.271, 1.080, -2.406], [-4.494, -0.280, -2.229], [-5.792, -0.757, -2.201], [-2.570, 1.632, -2.492], [-2.638, 3.021, -2.909], [-1.935, 0.706, -3.394], [-2.026, 1.453, -1.020], [-2.886, 1.886, 0.063], [-2.504, 1.172, 1.365], [-3.212, 1.341, 2.353], [-1.448, 0.446, 1.313], [-8.978, 0.232, -2.817], [-8.629, -0.486, -1.246], [-8.357, -1.419, -2.715], [-7.466, 2.146, -2.654], [-5.126, 3.006, -2.699], [-3.640, -0.938, -2.107], [-5.969, -1.818, -2.059], [-3.940, 1.651, -0.124], [-2.823, 2.967, 0.238], [1.732, -3.930, -4.243], [1.437, -2.630, -3.024], [2.715, -3.076, -1.837], [2.692, -3.797, -4.747], [0.936, -3.868, -4.984], [1.703, -4.920, -3.783], [2.403, -3.924, -1.226], [2.863, -2.210, -1.193], [3.655, -3.287, -2.345], [0.584, 0.600, -2.046], [2.263, 0.912, -2.319], [4.444, 0.033, -2.536], [5.373, 0.108, -1.509], [6.515, -0.691, -1.538], [6.721, -1.571, -2.591], [5.780, -1.656, -3.611], [4.639, -0.862, -3.579], [2.427, 2.843, -2.038], [1.286, 3.629, -2.143], [1.387, 5.005, -2.015], [2.623, 5.599, -1.779], [3.759, 4.812, -1.659], [3.659, 3.432, -1.784], [2.149, 1.041, -4.273], [1.010, 0.570, -4.913], [0.896, 0.679, -6.294], [1.914, 1.256, -7.040], [3.050, 1.737, -6.399], [3.163, 1.631, -5.020], [5.209, 0.780, -0.671], [7.240, -0.630, -0.732], [7.607, -2.196, -2.614], [5.934, -2.352, -4.431], [3.899, -0.951, -4.368], [0.323, 3.159, -2.313], [0.495, 5.615, -2.095], [2.695, 6.676, -1.672], [4.720, 5.268, -1.451], [4.542, 2.813, -1.674], [0.206, 0.153, -4.319], [-0.003, 0.321, -6.782], [1.820, 1.345, -8.117], [3.845, 2.199, -6.973], [4.051, 2.003, -4.522]],
  "forces_ev_per_angstrom": [[-0.1419, 0.1539, -0.0257], [0.0112, -0.0029, -0.0073], [-0.0567, 0.1165, -0.1277], [-0.0140, -0.2983, -0.0486], [-0.0069, 0.0239, 0.0513], [0.0495, 0.1914, -0.0018], [-0.0560, 0.0291, 0.0145], [-0.0236, -0.3719, 0.1374], [0.1954, 0.2936, 0.1013], [-0.3209, -0.2755, -0.0106], [0.2606, 0.0631, 0.0974], [0.1931, 0.1727, 0.1250], [-0.1728, 0.0554, 0.0245], [0.0513, 0.0790, 0.0202], [-0.0163, 0.0061, -0.0202], [0.0832, 0.0182, 0.0519], [-0.0201, -0.1992, 0.0181], [-0.0034, -0.0007, 0.0257], [0.0168, -0.0239, -0.0080], [-0.0080, 0.0052, -0.0166], [-0.0047, -0.0122, -0.0008], [-0.0056, -0.0124, 0.0082], [0.0064, 0.0121, -0.0058], [0.0150, -0.0072, 0.0061], [-0.0291, -0.0070, 0.0514], [0.0069, 0.0025, -0.0018], [0.0008, 0.0009, 0.0015], [0.0053, -0.0003, -0.0019], [-0.0084, -0.0066, -0.0174], [-0.0157, 0.0012, 0.0059], [0.0698, 0.0340, -0.0026], [-0.0810, -0.1145, 0.0168], [0.1058, -0.0283, -0.0206], [-0.0372, -0.0511, -0.1412], [0.0749, 0.0421, 0.0534], [-0.1063, 0.0373, -0.0043], [-0.0040, 0.0757, 0.0243], [-0.1199, -0.0046, 0.0952], [0.1002, 0.0782, -0.0728], [0.1242, -0.3040, -0.3489], [-0.0398, 0.2333, 0.2351], [-0.1114, 0.1943, 0.0387], [0.0123, -0.0245, 0.0031], [0.1501, -0.1146, -0.3686], [-0.0085, 0.0035, -0.0012], [-0.0018, -0.0026, 0.0007], [-0.0021, -0.0059, -0.0026], [-0.0141, -0.0007, 0.0035], [0.0085, 0.0072, -0.0045], [0.0036, -0.0001, 0.0238], [-0.0081, -0.0133, -0.0007], [0.0617, 0.0526, 0.0650], [0.0006, -0.0286, 0.0452], [0.0209, 0.0237, 0.0583], [-0.0352, -0.0415, -0.0785], [-0.0321, 0.0162, 0.0315], [0.0223, 0.0096, 0.0171], [0.0009, 0.0156, -0.0152], [-0.0194, -0.0040, 0.0125], [0.0134, 0.0013, -0.0157], [-0.0037, 0.0057, -0.0205], [0.0526, 0.0147, -0.0357], [-0.6543, 0.0149, 0.3247], [0.5665, -0.4196, -0.2064], [-0.4041, 0.5532, -0.0238], [0.0586, -0.0989, 0.0609], [-0.0355, 0.0401, 0.0450], [0.0781, -0.0427, 0.0148], [-0.0564, -0.0478, -0.0449], [0.1390, -0.1031, 0.0298], [0.3025, -0.0903, -0.0413], [-0.0375, -0.0377, 0.0157], [-0.0141, 0.0171, 0.0184], [0.0323, 0.0188, 0.0247], [-0.0042, 0.0482, -0.0324], [0.0243, -0.0108, -0.0857], [-0.1312, -0.0058, 0.0392], [-0.0293, 0.0083, -0.0076], [-0.0240, -0.0128, -0.0432], [-0.0136, 0.0007, -0.0254], [0.0193, 0.0055, 0.0091], [0.0258, -0.0011, -0.0400], [0.0169, -0.0436, -0.0700], [0.0043, 0.0096, -0.0065], [-0.0045, 0.0027, 0.0016], [-0.0014, 0.0116, 0.0080], [0.0125, 0.0168, -0.0064], [-0.0025, -0.0003, 0.0042], [-0.0069, -0.0026, -0.0007], [0.0009, 0.0049, -0.0068], [-0.0017, -0.0061, 0.0074], [-0.0099, 0.0288, -0.0282], [-0.0222, 0.0225, 0.0281], [0.0021, 0.0000, -0.0109], [-0.0018, -0.0057, 0.0025], [-0.0017, 0.0011, 0.0024], [-0.0152, 0.0104, 0.0066]],
  "lowdin_spin": [3.7930, 0.0044, 0.0140, 0.0707, 0.0067, 0.0100, -0.0002, -0.0313, 0.0124, 0.0119, 0.0633, 0.0030, 0.0006, 0.0005, 0.0000, 0.0005, 0.0007, 0.0002, 0.0008, 0.0004, 0.0004, -0.0001, 0.0005, 0.0002, 0.0000, 0.0001, 0.0000, 0.0001, 0.0003, 0.0000, 0.0003, 0.0001, 0.0005, 0.0011, 0.0005, 0.0000, 0.0082, 0.0012, 0.0057, 0.0077, 0.0022, 0.0032, 0.0025, 0.0020, 0.0000, 0.0000, 0.0000, 0.0000, 0.0000, 0.0002, 0.0000, 0.0000, 0.0007, 0.0007, 0.0048, 0.0020, 0.0001, 0.0000, 0.0002, 0.0000, 0.0018, 0.0001, 0.2205, 0.2590, 0.3211, 0.0389, 0.0094, 0.0053, 0.0106, 0.0409, 0.0323, 0.0089, 0.0003, 0.0063, 0.0005, 0.0082, 0.0006, 0.0017, -0.0006, 0.0018, 0.0006, 0.0074, 0.0029, 0.0020, 0.0006, 0.0021, 0.0039, 0.0012, 0.0001, 0.0005, -0.0001, 0.0006, 0.0008, -0.0001, 0.0002, -0.0001, 0.0023],
  "homo_ev": [-1.13, -1.84],
  "e_lumo_ha": [0.1503, 0.1499],
  "charge": -2,
  "s_squared": 8.80,
  "multiplicity": 6,
  "gap_ev": [5.2, 5.9],
  "relative_energy_kcal_mol": 32.6
}

Entry 2:
{
  "formula": "C23H20ClFPPd",
  "method": "the ωB97M-V functional and the def2-TZVPD basis",
  "species": ["C", "C", "C", "H", "C", "C", "H", "H", "H", "H", "Pd", "Cl", "P", "C", "C", "H", "C", "H", "C", "H", "C", "H", "C", "H", "C", "C", "H", "C", "H", "C", "H", "C", "H", "C", "H", "C", "C", "H", "C", "H", "C", "H", "C", "H", "C", "H", "F"],
  "coordinates": [[1.281, -4.114, 1.375], [1.957, -2.866, 1.649], [1.088, -2.060, 2.459], [2.933, -2.544, 1.287], [-0.113, -2.789, 2.695], [0.001, -4.061, 2.017], [-0.785, -4.807, 2.008], [1.662, -4.952, 0.775], [1.286, -1.038, 2.771], [-0.957, -2.418, 3.269], [0.039, -2.358, 0.466], [-2.299, -1.352, 1.141], [-0.633, -0.260, 0.081], [-0.314, 1.112, 1.235], [0.650, 2.070, 0.876], [1.237, 1.976, -0.036], [0.846, 3.220, 1.639], [1.594, 3.948, 1.319], [0.088, 3.458, 2.786], [0.239, 4.372, 3.380], [-0.917, 2.542, 3.118], [-1.566, 2.759, 3.971], [-1.129, 1.391, 2.351], [-1.943, 0.723, 2.623], [0.987, -0.143, -0.954], [2.185, -0.400, -0.264], [2.197, -0.489, 0.830], [3.357, -0.580, -0.988], [4.222, -1.050, -0.521], [3.402, -0.109, -2.299], [4.347, -0.086, -2.820], [2.261, 0.366, -2.931], [2.299, 0.781, -3.928], [1.025, 0.269, -2.290], [0.112, 0.543, -2.812], [-1.715, 0.492, -1.154], [-1.963, 1.868, -1.189], [-1.459, 2.532, -0.488], [-2.830, 2.391, -2.155], [-2.984, 3.471, -2.190], [-3.472, 1.555, -3.072], [-4.149, 1.980, -3.824], [-3.204, 0.181, -3.034], [-3.639, -0.468, -3.796], [-2.347, -0.358, -2.072], [-2.156, -1.432, -2.030], [-0.720, -3.266, -1.272]],
  "forces_ev_per_angstrom": [[-0.0729, -0.2334, 0.5240], [-0.2228, -0.1455, 0.3861], [0.3375, -0.3252, 0.2277], [-0.3565, -0.3662, 0.1390], [0.5996, -0.4395, 0.6547], [0.2801, 0.2217, 0.3112], [0.2685, 0.0091, -0.1064], [-0.2318, 0.5753, 0.3373], [-0.0400, -0.3038, 0.1113], [0.2535, -0.2847, -0.1763], [-0.4171, -2.4154, -2.7033], [-1.1362, -0.5644, 0.6871], [0.8522, 4.8147, -2.0632], [-0.1657, 0.4510, 0.5327], [0.1372, 0.2993, 0.1271], [-0.1777, -0.0584, 0.3286], [0.0356, 0.0823, 0.1762], [-0.2076, -0.2425, 0.0945], [-0.2402, -0.1816, -0.2091], [-0.0834, -0.5548, -0.3065], [0.0465, 0.1704, -0.0157], [0.2091, -0.2210, -0.2790], [0.3134, 0.0515, 0.0441], [0.2119, 0.1371, -0.0471], [-0.3070, 0.5141, 0.7241], [0.2126, -0.9098, 0.0068], [-0.0883, -0.0552, -0.6753], [-0.0120, 0.5185, 0.0917], [0.0058, 0.5167, -0.0700], [0.2586, -0.2708, 0.1092], [0.0565, -0.1567, -0.1124], [-0.6335, -0.0358, 0.3280], [0.1126, -0.0219, -0.0168], [0.1021, -0.4229, -0.1843], [0.1965, -0.1048, 0.0835], [-0.9459, -0.2973, -0.1250], [0.0166, -0.0724, -0.2538], [-0.2613, -0.1163, -0.2101], [0.0714, 0.0200, 0.0805], [-0.0440, -0.3286, 0.0297], [0.3705, -0.1030, 0.1785], [0.3379, -0.2681, 0.3579], [0.0317, 0.0567, -0.1937], [0.0168, 0.1088, 0.3451], [-0.1110, 0.3000, -0.1578], [-0.0739, 0.2080, -0.1062], [0.4942, 0.4449, 0.9955]],
  "lowdin_spin": [0.2206, 0.2227, 0.1671, 0.0069, 0.2261, 0.1987, 0.0060, 0.0065, 0.0040, 0.0048, 1.3789, 0.4699, 0.2748, 0.0120, 0.0124, 0.0010, -0.0001, 0.0001, 0.0088, 0.0005, -0.0007, -0.0002, 0.0070, 0.0032, 0.1603, 0.0718, -0.0002, -0.0011, -0.0002, 0.0468, 0.0024, 0.0151, 0.0007, 0.0372, 0.0017, 0.0120, 0.0038, 0.0002, 0.0006, 0.0001, 0.0013, 0.0001, -0.0001, 0.0000, 0.0023, 0.0002, 0.4141],
  "homo_ev": [-10.56, -12.11],
  "e_lumo_ha": [-0.0903, -0.2724],
  "charge": 1,
  "s_squared": 6.02,
  "multiplicity": 5,
  "gap_ev": [8.1, 4.7],
  "relative_energy_kcal_mol": 0.0
}